one:
Entry from the OMol25 dataset: a 11-piece molecular cluster, C58H136F12N7O22 overall (ωB97M-V/def2-TZVPD).

Cartesian coordinates (Å):
C (16.457, -15.653, -8.948)
O (15.529, -16.303, -9.900)
O (15.712, -14.521, -8.568)
C (17.046, -16.686, -7.773)
F (17.678, -16.029, -6.758)
F (15.954, -17.302, -7.172)
F (17.862, -17.698, -8.179)
C (15.950, -17.529, -10.517)
C (14.984, -17.481, -11.701)
H (15.134, -18.403, -12.262)
H (13.934, -17.578, -11.425)
H (15.022, -16.567, -12.293)
H (15.792, -18.534, -10.127)
H (16.943, -17.465, -10.961)
H (17.340, -15.351, -9.510)
C (12.169, -21.684, -13.047)
O (11.621, -21.923, -14.342)
O (11.502, -22.592, -12.196)
C (13.700, -21.814, -13.086)
F (14.219, -21.609, -14.230)
F (14.248, -20.957, -12.214)
F (14.224, -23.057, -12.788)
C (11.333, -20.838, -15.243)
C (9.863, -20.519, -15.352)
H (9.685, -19.641, -15.974)
H (9.224, -21.321, -15.721)
H (9.383, -20.287, -14.401)
H (11.687, -21.193, -16.211)
H (12.027, -19.998, -15.194)
H (11.923, -20.657, -12.778)
C (19.574, -24.607, -5.967)
O (20.125, -25.530, -4.992)
O (18.302, -24.145, -5.473)
C (20.600, -23.538, -6.462)
F (20.465, -23.248, -7.779)
F (20.532, -22.366, -5.776)
F (21.932, -23.938, -6.255)
C (20.859, -26.596, -5.489)
C (22.004, -27.107, -4.542)
H (21.572, -27.672, -3.716)
H (22.751, -27.737, -5.026)
H (22.591, -26.264, -4.177)
H (21.405, -26.319, -6.390)
H (20.146, -27.380, -5.745)
H (19.327, -25.181, -6.860)
C (8.303, -22.326, -3.625)
O (9.034, -21.292, -2.896)
O (6.926, -21.976, -3.495)
C (9.059, -22.604, -4.979)
F (8.708, -23.559, -5.815)
F (9.076, -21.586, -5.730)
F (10.321, -22.824, -4.764)
C (9.939, -21.635, -1.890)
C (10.786, -20.372, -1.538)
H (11.372, -20.468, -0.624)
H (11.476, -20.200, -2.364)
H (10.173, -19.488, -1.362)
H (10.711, -22.319, -2.244)
H (9.583, -22.101, -0.972)
H (8.431, -23.220, -3.015)
C (10.661, -23.013, 1.196)
O (11.980, -23.516, 1.601)
C (12.054, -24.936, 1.657)
C (13.501, -25.299, 2.172)
N (14.598, -24.709, 1.291)
H (14.631, -23.700, 1.324)
H (15.503, -24.816, 1.728)
C (14.855, -25.196, -0.176)
C (15.468, -24.147, -1.178)
O (14.813, -22.928, -1.038)
C (13.543, -22.764, -1.737)
H (9.893, -23.338, 1.897)
H (10.374, -23.444, 0.236)
H (10.649, -21.924, 1.157)
H (11.825, -25.390, 0.693)
H (11.260, -25.372, 2.262)
H (13.727, -26.365, 2.158)
H (13.783, -25.021, 3.188)
H (13.860, -25.498, -0.501)
H (15.494, -26.079, -0.154)
H (15.322, -24.494, -2.202)
H (16.516, -23.923, -0.981)
H (13.718, -22.513, -2.783)
H (12.875, -22.023, -1.299)
H (13.041, -23.723, -1.860)
C (17.813, -23.456, -10.288)
O (19.217, -23.226, -10.186)
C (19.961, -22.795, -11.367)
C (20.372, -23.859, -12.406)
N (20.650, -25.299, -11.804)
H (19.917, -25.991, -11.734)
H (21.268, -25.664, -12.514)
C (21.428, -25.342, -10.503)
C (22.173, -26.739, -10.497)
O (22.521, -27.158, -9.180)
C (22.617, -28.531, -8.949)
H (17.296, -23.111, -11.184)
H (17.306, -22.898, -9.500)
H (17.632, -24.530, -10.252)
H (20.896, -22.671, -10.821)
H (19.781, -21.784, -11.734)
H (21.237, -23.468, -12.942)
H (19.531, -24.059, -13.070)
H (20.583, -25.354, -9.814)
H (22.133, -24.513, -10.457)
H (23.131, -26.708, -11.017)
H (21.536, -27.502, -10.943)
H (23.345, -28.969, -9.631)
H (21.645, -29.005, -8.809)
H (23.135, -28.537, -7.990)
C (13.137, -28.207, -8.645)
O (12.988, -26.910, -9.117)
C (13.319, -26.727, -10.426)
C (12.902, -25.361, -10.875)
N (11.452, -25.078, -10.669)
H (11.278, -24.381, -11.379)
H (10.822, -25.799, -10.989)
C (11.032, -24.501, -9.319)
C (9.466, -24.539, -9.307)
O (9.004, -25.826, -9.734)
C (7.864, -25.713, -10.592)
H (13.165, -28.385, -7.570)
H (14.032, -28.709, -9.012)
H (12.320, -28.768, -9.101)
H (12.778, -27.388, -11.103)
H (14.398, -26.788, -10.564)
H (12.975, -25.309, -11.962)
H (13.395, -24.476, -10.474)
H (11.478, -23.506, -9.327)
H (11.399, -25.208, -8.576)
H (9.030, -23.723, -9.884)
H (9.105, -24.518, -8.279)
H (7.653, -26.738, -10.894)
H (7.947, -25.029, -11.437)
H (7.046, -25.305, -9.998)
C (15.816, -16.771, -1.540)
O (15.748, -18.209, -1.393)
C (14.794, -18.686, -0.472)
C (15.381, -19.659, 0.428)
N (16.658, -19.294, 1.253)
H (17.465, -19.041, 0.700)
H (16.514, -18.503, 1.864)
C (16.959, -20.497, 2.190)
C (17.686, -20.086, 3.431)
O (18.783, -19.239, 3.115)
C (19.834, -19.240, 4.115)
H (14.947, -16.344, -2.041)
H (16.544, -16.552, -2.321)
H (15.902, -16.164, -0.639)
H (13.861, -19.006, -0.936)
H (14.328, -17.811, -0.019)
H (15.693, -20.558, -0.104)
H (14.637, -19.954, 1.168)
H (17.434, -21.141, 1.450)
H (15.961, -20.926, 2.279)
H (18.104, -20.993, 3.867)
H (16.859, -19.638, 3.982)
H (19.395, -19.416, 5.097)
H (20.325, -18.267, 4.102)
H (20.554, -19.989, 3.784)
C (15.217, -21.280, -9.094)
O (15.833, -21.827, -8.005)
C (17.045, -21.190, -7.599)
C (17.108, -20.786, -6.122)
N (16.542, -21.938, -5.327)
H (15.685, -22.324, -5.697)
H (17.194, -22.708, -5.357)
C (16.440, -21.655, -3.844)
C (15.397, -20.570, -3.516)
O (14.209, -20.715, -4.334)
C (13.444, -19.549, -4.253)
H (14.810, -20.332, -8.741)
H (14.482, -21.909, -9.596)
H (15.826, -20.998, -9.954)
H (17.291, -20.330, -8.223)
H (17.864, -21.860, -7.864)
H (16.390, -19.967, -6.084)
H (18.069, -20.507, -5.690)
H (17.461, -21.534, -3.483)
H (16.123, -22.639, -3.498)
H (15.821, -19.579, -3.673)
H (15.152, -20.688, -2.461)
H (12.465, -19.747, -4.690)
H (13.635, -18.614, -4.779)
H (13.132, -19.219, -3.262)
C (22.885, -23.485, -2.076)
O (22.184, -22.564, -1.332)
C (21.830, -22.975, -0.013)
C (20.720, -24.062, 0.087)
N (19.389, -23.640, -0.690)
H (18.534, -23.642, -0.153)
H (19.482, -22.638, -0.767)
C (19.195, -24.202, -2.129)
C (19.060, -25.752, -2.233)
O (18.396, -26.316, -1.065)
C (18.258, -27.697, -1.189)
H (23.379, -22.972, -2.901)
H (22.378, -24.305, -2.584)
H (23.701, -23.973, -1.542)
H (21.536, -22.092, 0.554)
H (22.721, -23.418, 0.432)
H (20.373, -24.197, 1.112)
H (21.016, -25.104, -0.038)
H (19.852, -23.644, -2.795)
H (18.233, -23.842, -2.493)
H (20.088, -26.111, -2.285)
H (18.563, -26.193, -3.096)
H (17.575, -28.103, -1.936)
H (17.812, -28.156, -0.308)
H (19.234, -28.168, -1.302)
C (15.997, -30.215, -6.970)
O (16.072, -28.827, -7.024)
C (17.334, -28.236, -6.421)
C (17.014, -27.382, -5.191)
N (15.901, -26.247, -5.404)
H (15.108, -26.389, -4.795)
H (16.351, -25.409, -5.064)
C (15.604, -25.672, -6.816)
C (14.185, -25.042, -6.859)
O (14.199, -24.054, -5.881)
C (12.951, -23.657, -5.416)
H (15.290, -30.474, -7.759)
H (15.732, -30.661, -6.012)
H (16.839, -30.728, -7.437)
H (17.750, -27.497, -7.105)
H (18.039, -29.037, -6.196)
H (17.806, -26.763, -4.768)
H (16.502, -28.001, -4.455)
H (15.589, -26.572, -7.432)
H (16.475, -25.046, -7.010)
H (13.551, -25.873, -6.550)
H (13.803, -24.713, -7.826)
H (13.098, -22.867, -4.680)
H (12.351, -24.417, -4.914)
H (12.316, -23.227, -6.191)

As for the charge: +3. The value obtained for the HOMO-LUMO gap is 1.15 eV. As for the spin multiplicity: 1.

---

two:
Entry from the OMol25 dataset: a 11-piece molecular cluster, C58H136F12N7O22 overall (ωB97M-V/def2-TZVPD).

Cartesian coordinates (Å):
C (0.739, -0.182, -0.933)
O (-0.071, -0.496, 0.214)
O (0.257, -0.914, -2.020)
C (0.952, 1.435, -0.885)
F (-0.087, 2.194, -1.211)
F (1.305, 1.779, 0.400)
F (1.995, 1.779, -1.628)
C (-1.458, -0.141, 0.369)
C (-1.704, -0.490, 1.879)
H (-2.729, -0.762, 2.131)
H (-1.101, -1.390, 2.002)
H (-1.410, 0.245, 2.629)
H (-2.078, -0.670, -0.355)
H (-1.800, 0.887, 0.251)
H (1.669, -0.677, -0.653)
C (-8.215, 0.456, 0.679)
O (-7.171, 1.502, 0.684)
O (-8.567, 0.211, 2.017)
C (-9.351, 1.105, -0.287)
F (-10.136, 2.052, 0.272)
F (-8.822, 1.613, -1.424)
F (-10.192, 0.146, -0.770)
C (-5.812, 1.110, 0.787)
C (-5.197, 2.472, 0.937)
H (-5.206, 2.902, 1.938)
H (-4.155, 2.341, 0.645)
H (-5.681, 3.355, 0.520)
H (-5.413, 0.428, 0.036)
H (-5.603, 0.625, 1.740)
H (-7.995, -0.445, 0.108)
C (-2.441, 4.225, 3.340)
O (-1.507, 3.172, 3.722)
O (-2.717, 4.906, 4.585)
C (-2.045, 4.873, 1.946)
F (-1.083, 5.825, 2.139)
F (-1.366, 4.121, 1.012)
F (-2.957, 5.574, 1.343)
C (-0.054, 3.518, 3.741)
C (0.569, 2.116, 3.855)
H (1.657, 2.174, 3.888)
H (0.161, 1.555, 4.696)
H (0.415, 1.496, 2.971)
H (0.212, 4.112, 4.615)
H (0.298, 3.879, 2.775)
H (-3.199, 3.482, 3.092)
C (-3.249, -3.952, 1.286)
O (-3.693, -4.051, 2.649)
O (-3.198, -5.314, 0.836)
C (-4.145, -2.991, 0.372)
F (-5.296, -3.534, -0.152)
F (-4.555, -1.852, 1.028)
F (-3.503, -2.505, -0.684)
C (-3.514, -2.971, 3.541)
C (-4.451, -3.164, 4.788)
H (-4.514, -2.302, 5.453)
H (-5.507, -3.284, 4.544)
H (-4.252, -3.982, 5.480)
H (-3.905, -1.982, 3.300)
H (-2.492, -2.845, 3.896)
H (-2.321, -3.390, 1.394)
C (-3.296, 1.016, 5.849)
O (-4.668, 0.822, 5.832)
C (-5.311, 1.595, 4.849)
C (-6.787, 1.128, 4.719)
N (-7.411, 1.054, 6.118)
H (-6.572, 0.995, 6.678)
H (-7.671, 2.004, 6.342)
C (-8.442, -0.018, 6.332)
C (-7.862, -1.479, 6.621)
O (-6.847, -1.368, 7.581)
C (-7.054, -1.527, 8.970)
H (-2.782, 0.394, 5.116)
H (-2.929, 0.610, 6.792)
H (-3.126, 2.076, 6.039)
H (-4.723, 1.671, 3.935)
H (-5.366, 2.591, 5.289)
H (-6.784, 0.053, 4.538)
H (-7.511, 1.693, 4.131)
H (-9.156, 0.038, 5.511)
H (-8.800, 0.409, 7.269)
H (-7.584, -1.864, 5.640)
H (-8.617, -2.210, 6.910)
H (-7.409, -2.542, 9.147)
H (-7.755, -0.760, 9.300)
H (-6.118, -1.402, 9.515)
C (4.923, -0.108, -4.780)
O (3.857, 0.694, -5.212)
C (2.571, 0.115, -4.997)
C (1.502, 1.113, -5.484)
N (1.877, 1.697, -6.826)
H (1.893, 2.707, -6.837)
H (2.864, 1.495, -6.751)
C (1.217, 1.186, -8.086)
C (-0.266, 1.526, -8.196)
O (-0.817, 2.834, -7.864)
C (-0.268, 3.885, -8.594)
H (5.000, -1.077, -5.271)
H (4.721, -0.362, -3.739)
H (5.785, 0.558, -4.730)
H (2.440, 0.034, -3.918)
H (2.427, -0.864, -5.454)
H (1.405, 1.926, -4.765)
H (0.567, 0.555, -5.443)
H (1.249, 0.096, -8.088)
H (1.769, 1.544, -8.955)
H (-0.811, 0.905, -7.486)
H (-0.551, 1.328, -9.230)
H (-0.019, 3.707, -9.640)
H (0.678, 4.120, -8.108)
H (-1.010, 4.679, -8.684)
C (10.892, 0.545, 3.507)
O (10.620, 1.874, 3.289)
C (10.378, 2.232, 1.958)
C (9.340, 3.414, 1.676)
N (7.947, 2.978, 1.883)
H (7.469, 3.779, 2.272)
H (7.450, 2.920, 1.006)
C (7.516, 1.689, 2.616)
C (5.971, 1.675, 2.876)
O (5.343, 1.999, 1.628)
C (4.094, 1.300, 1.464)
H (9.912, 0.163, 3.220)
H (11.198, 0.346, 4.534)
H (11.513, 0.001, 2.795)
H (9.969, 1.341, 1.481)
H (11.355, 2.408, 1.510)
H (9.448, 3.745, 0.643)
H (9.451, 4.328, 2.259)
H (8.141, 1.595, 3.504)
H (7.719, 0.925, 1.865)
H (5.798, 2.353, 3.713)
H (5.578, 0.740, 3.275)
H (3.814, 1.518, 0.433)
H (3.361, 1.868, 2.036)
H (4.105, 0.267, 1.812)
C (6.848, 3.313, -4.275)
O (5.978, 4.329, -3.952)
C (6.034, 4.704, -2.591)
C (5.196, 6.001, -2.247)
N (5.481, 6.442, -0.835)
H (6.488, 6.517, -0.799)
H (5.063, 7.338, -0.630)
C (5.236, 5.438, 0.308)
C (3.827, 4.706, 0.261)
O (2.797, 5.701, 0.086)
C (1.540, 5.086, -0.213)
H (6.670, 2.444, -3.642)
H (7.896, 3.595, -4.173)
H (6.551, 3.041, -5.288)
H (7.009, 5.173, -2.459)
H (5.804, 3.844, -1.962)
H (4.121, 5.820, -2.240)
H (5.254, 6.795, -2.992)
H (5.380, 6.083, 1.175)
H (6.041, 4.705, 0.270)
H (3.827, 4.086, 1.158)
H (3.993, 4.047, -0.592)
H (1.454, 4.040, 0.080)
H (1.335, 4.895, -1.266)
H (0.683, 5.608, 0.214)
C (4.088, -9.270, 4.130)
O (3.272, -8.459, 3.296)
C (1.892, -8.445, 3.644)
C (1.025, -7.763, 2.583)
N (1.290, -6.263, 2.560)
H (0.768, -5.896, 3.343)
H (2.286, -6.124, 2.658)
C (0.760, -5.555, 1.316)
C (0.763, -4.013, 1.659)
O (2.127, -3.670, 1.844)
C (2.323, -2.318, 2.130)
H (3.677, -9.320, 5.138)
H (5.036, -8.765, 4.317)
H (4.346, -10.289, 3.842)
H (1.759, -7.836, 4.538)
H (1.458, -9.356, 4.054)
H (-0.031, -7.956, 2.768)
H (1.116, -8.184, 1.582)
H (-0.225, -5.995, 1.160)
H (1.400, -5.874, 0.493)
H (0.080, -3.808, 2.483)
H (0.351, -3.402, 0.855)
H (1.374, -1.836, 2.364)
H (2.702, -1.671, 1.339)
H (3.065, -2.381, 2.925)
C (-4.465, -0.214, -6.796)
O (-4.123, 0.038, -5.489)
C (-4.038, -1.162, -4.734)
C (-3.234, -0.951, -3.519)
N (-1.843, -0.369, -3.836)
H (-1.300, -0.647, -3.031)
H (-1.395, -0.923, -4.553)
C (-1.726, 1.183, -3.846)
C (-2.536, 1.978, -2.766)
O (-3.954, 1.905, -3.012)
C (-4.663, 2.911, -2.268)
H (-5.290, -0.926, -6.807)
H (-3.697, -0.729, -7.374)
H (-4.684, 0.741, -7.274)
H (-3.406, -1.841, -5.306)
H (-4.965, -1.730, -4.664)
H (-3.056, -1.840, -2.914)
H (-3.804, -0.423, -2.754)
H (-2.165, 1.416, -4.816)
H (-0.697, 1.526, -3.956)
H (-2.192, 3.010, -2.833)
H (-2.297, 1.647, -1.756)
H (-4.162, 3.318, -1.390)
H (-5.685, 2.642, -2.003)
H (-4.607, 3.801, -2.896)
C (5.349, -3.160, -2.622)
O (4.229, -3.181, -3.497)
C (2.944, -3.214, -2.929)
C (1.884, -3.700, -3.894)
N (0.477, -3.478, -3.347)
H (0.373, -2.541, -2.987)
H (-0.136, -3.410, -4.147)
C (0.113, -4.666, -2.395)
C (-1.367, -4.607, -2.261)
O (-2.093, -4.249, -3.415)
C (-3.402, -4.636, -3.536)
H (6.332, -3.258, -3.083)
H (5.228, -3.956, -1.888)
H (5.439, -2.188, -2.139)
H (2.606, -2.271, -2.501)
H (3.036, -3.991, -2.170)
H (2.018, -4.754, -4.139)
H (1.898, -3.108, -4.809)
H (0.631, -4.610, -1.438)
H (0.526, -5.533, -2.910)
H (-1.645, -3.935, -1.449)
H (-1.698, -5.625, -2.053)
H (-3.781, -4.153, -4.437)
H (-3.996, -4.413, -2.650)
H (-3.301, -5.690, -3.796)

As for the charge: +3. The value obtained for the HOMO-LUMO gap is 1.66 eV. As for the spin multiplicity: 1.

---

Stability, lowest: one